Here is a structure of composition C26H28BN10O4PdSSe from OMol25. Energies are from wB97M-V/def2-TZVPD.

```
72
C26H28BN10O4PdSSe, DFT wB97M-V/def2-TZVPD
Pd -0.661 0.554 -0.383
C -1.428 2.863 2.072
C -2.260 1.646 1.881
C -3.429 1.271 2.537
C -3.772 0.029 2.033
N -2.869 -0.326 1.113
N -1.960 0.653 1.028
B -2.693 -1.718 0.401
N -2.840 -1.482 -1.099
C -3.470 -2.174 -2.050
C -3.193 -1.584 -3.263
C -2.361 -0.504 -2.989
C -1.916 0.483 -4.014
N -2.148 -0.450 -1.655
N -1.217 -2.147 0.647
C -0.741 -3.351 0.971
C 0.589 -3.222 1.311
C 0.877 -1.870 1.174
C 2.124 -1.201 1.647
N -0.222 -1.226 0.731
N -3.660 -2.686 0.981
C -3.627 -3.296 2.203
C -4.861 -3.825 2.441
C -5.633 -3.476 1.303
C -7.069 -3.782 1.038
N -4.916 -2.781 0.443
H -1.404 3.121 3.129
H -0.405 2.678 1.745
H -1.832 3.709 1.516
H -3.949 1.837 3.290
H -4.593 -0.631 2.264
H -4.094 -3.009 -1.786
H -3.568 -1.870 -4.231
H -2.463 0.284 -4.933
H -2.161 1.504 -3.721
H -0.853 0.413 -4.233
H -1.387 -4.213 0.967
H 1.251 -3.994 1.664
H 2.329 -1.542 2.661
H 2.995 -1.467 1.046
H 2.009 -0.121 1.695
H -2.739 -3.299 2.815
H -5.174 -4.394 3.300
H -7.277 -4.839 1.204
H -7.714 -3.211 1.706
H -7.325 -3.529 0.012
O -0.396 3.426 -3.551
Se -0.160 2.620 -2.222
O 1.166 3.563 -1.460
O -1.306 2.492 -1.028
O 0.401 1.067 -2.281
S 5.723 3.924 -0.836
C 4.209 3.090 -0.599
C 3.977 1.727 -0.698
C 2.692 1.110 -0.383
N 1.643 1.755 -0.038
C 1.710 3.186 -0.193
C 3.050 3.817 -0.370
C 6.848 2.551 -0.686
C 7.240 2.106 0.569
C 8.106 1.021 0.621
N 8.571 0.399 -0.458
C 8.203 0.857 -1.650
C 7.340 1.934 -1.826
H 4.783 1.068 -1.005
H 2.644 0.031 -0.438
H 1.169 3.664 0.631
H 3.050 4.903 -0.430
H 6.903 2.593 1.474
H 8.448 0.644 1.577
H 8.613 0.342 -2.511
H 7.082 2.283 -2.817
```

## Properties
F_max: 0.019 Eh/bohr
HOMO-LUMO gap (spin up / spin down): 3.73 / 3.74 eV
Total charge: +2
ΔE to the lowest compared entry with this formula, charge and spin: 283.0 kJ/mol
Spin multiplicity: 2

In the Mulliken picture, each atom carries the following charge in e: 0.279, -1.170, 0.533, -1.632, 0.081, 0.763, 0.175, 0.484, 0.752, 0.155, -1.492, 0.745, -1.293, -0.252, 0.585, -0.078, -1.568, 0.918, -1.643, -0.316, 0.660, -0.258, -1.166, 0.618, -1.215, -1.105, 0.474, -0.046, 0.279, 0.516, 0.486, 0.615, 0.459, 0.430, 0.221, 0.196, 0.672, 0.517, 0.436, 0.351, 0.309, 0.575, 0.453, 0.338, 0.268, 0.352, -0.532, 1.253, -0.485, -0.437, -0.580, -0.111, 0.529, -0.685, -0.600, 0.263, 0.420, -0.852, -0.075, 0.064, -0.414, -0.506, -0.334, -0.055, 0.479, 0.835, 0.194, 0.517, 0.448, 0.392, 0.390, 0.420

***

Here is a cluster of 2 separate species, C26H28BN2O8 in total in a non-equilibrium geometry from OMol25. Energies are from wB97M-V/def2-TZVPD.

```
65
C26H28BN2O8, DFT wB97M-V/def2-TZVPD
C 7.912 0.090 -0.602
C 6.882 1.098 -0.803
C 6.965 2.479 -0.847
C 5.639 2.943 -1.040
C 4.808 1.818 -1.110
B 3.220 1.822 -0.777
O 3.424 1.291 0.598
C 2.192 1.344 1.260
C 1.142 2.041 0.342
C -0.173 2.220 1.034
C 1.068 1.198 -0.987
O 2.329 1.027 -1.582
C 1.667 3.436 -0.109
O 2.886 3.274 -0.783
O 5.578 0.689 -0.951
H 8.868 0.617 -0.551
H 7.769 -0.453 0.340
H 7.948 -0.619 -1.435
H 7.859 3.083 -0.716
H 5.286 3.967 -1.095
H 1.845 0.320 1.494
H 2.305 1.893 2.212
H -0.899 2.651 0.334
H -0.555 1.256 1.387
H -0.059 2.903 1.889
H 0.636 0.204 -0.806
H 0.406 1.690 -1.717
H 0.915 3.883 -0.786
H 1.787 4.096 0.769
C -5.699 0.839 4.250
C -4.512 1.581 4.163
C -3.994 1.946 2.918
C -4.675 1.596 1.745
C -4.179 2.027 0.401
O -2.854 1.438 0.135
C -2.769 0.560 -0.876
N -1.384 0.520 -1.378
N -1.332 0.165 -2.595
C -1.842 -1.117 -2.963
O -2.489 -1.240 -3.975
O -1.456 -2.066 -2.086
C -1.971 -3.382 -2.421
C -1.213 -4.347 -1.567
C -0.013 -4.880 -2.036
C 0.710 -5.789 -1.263
C 0.230 -6.170 -0.006
C -0.970 -5.636 0.467
C -1.689 -4.721 -0.306
O -3.693 -0.104 -1.308
C -5.827 0.803 1.832
C -6.352 0.443 3.074
H -6.101 0.560 5.227
H -3.989 1.883 5.074
H -3.065 2.517 2.844
H -4.853 1.688 -0.386
H -4.038 3.113 0.341
H -3.051 -3.390 -2.220
H -1.789 -3.576 -3.484
H 0.337 -4.573 -3.024
H 1.646 -6.196 -1.647
H 0.788 -6.887 0.600
H -1.360 -5.932 1.443
H -2.628 -4.290 0.041
H -6.296 0.488 0.898
H -7.280 -0.132 3.127
```

## Properties
F_max: 0.079 Eh/bohr
HOMO-LUMO gap: 4.05 eV
Total charge: -1
ΔE to the lowest compared entry with this formula, charge and spin: 180.0 kJ/mol

In the natural (NBO) picture, each atom carries the following charge in e: -0.639, 0.228, -0.340, -0.343, 0.119, 0.922, -0.721, -0.036, -0.161, -0.592, -0.020, -0.708, -0.032, -0.726, -0.419, 0.208, 0.205, 0.203, 0.197, 0.220, 0.140, 0.143, 0.209, 0.199, 0.195, 0.149, 0.159, 0.139, 0.141, -0.215, -0.208, -0.219, 0.025, -0.110, -0.483, 0.840, -0.135, -0.100, 0.841, -0.588, -0.494, -0.091, -0.051, -0.195, -0.193, -0.212, -0.210, -0.197, -0.600, -0.230, -0.205, 0.213, 0.217, 0.229, 0.214, 0.207, 0.201, 0.210, 0.217, 0.215, 0.213, 0.212, 0.214, 0.217, 0.211

***

Here is a structure of composition C26H28BrCeIN4O5 in a non-equilibrium geometry from OMol25. Energies are from wB97M-V/def2-TZVPD.

```
66
C26H28BrCeIN4O5, DFT wB97M-V/def2-TZVPD
Ce -0.426 -0.385 -0.264
C -4.993 -1.208 0.079
C -4.420 -0.576 1.307
N -5.172 -0.446 2.359
C -4.667 0.093 3.470
C -3.364 0.508 3.603
C -2.907 0.971 4.968
O -2.295 2.251 4.924
C -2.485 0.392 2.481
C -1.134 0.801 2.684
N -0.058 0.526 1.982
C 1.195 0.835 2.542
C 1.366 1.121 3.911
C 2.570 1.529 4.444
C 3.694 1.629 3.644
C 3.603 1.238 2.322
C 2.386 0.841 1.793
I 2.527 0.216 -0.290
C -3.048 -0.138 1.270
O -2.439 -0.153 0.141
H -5.963 -1.637 0.310
H -4.320 -1.979 -0.302
H -5.118 -0.460 -0.705
H -5.367 0.167 4.289
H -2.197 0.236 5.381
H -3.781 0.990 5.625
H -2.352 2.656 5.795
H -1.024 1.408 3.582
H 0.528 1.012 4.580
H 2.625 1.767 5.495
H 4.635 1.973 4.040
H 4.478 1.237 1.693
C -2.850 1.810 -2.159
N -2.311 2.877 -1.336
C -3.321 3.656 -0.646
C -1.028 2.802 -0.917
O -0.364 1.732 -1.057
N -0.456 3.890 -0.361
C -0.815 5.267 -0.633
C 0.778 3.766 0.383
H -3.547 2.249 -2.871
H -3.378 1.073 -1.542
H -2.041 1.314 -2.704
H -4.077 2.976 -0.243
H -3.814 4.356 -1.322
H -2.881 4.206 0.178
H -1.541 5.332 -1.436
H 0.088 5.800 -0.941
H -1.198 5.757 0.267
H 0.912 2.734 0.698
H 0.706 4.411 1.260
H 1.639 4.072 -0.214
Br 2.576 -3.517 -1.195
C 1.296 -4.782 -0.578
C 1.586 -6.133 -0.544
C 0.622 -7.012 -0.079
C -0.606 -6.541 0.353
C -0.886 -5.186 0.321
C 0.065 -4.298 -0.158
C -0.159 -2.819 -0.204
O -0.510 -2.263 -1.275
O 0.055 -2.152 0.842
H 2.550 -6.484 -0.873
H 0.839 -8.069 -0.056
H -1.348 -7.229 0.726
H -1.844 -4.822 0.663
```

## Properties
F_max: 0.084 Eh/bohr
HOMO-LUMO gap: 6.29 eV
Total charge: +2
ΔE to the lowest compared entry with this formula, charge and spin: 151.9 kJ/mol

In the Mulliken picture, each atom carries the following charge in e: 0.818, -1.176, 0.544, -0.594, -1.017, 0.176, -0.792, -0.551, 0.781, -0.499, 0.385, 0.776, -0.869, -0.886, -0.755, -0.645, 0.263, 0.117, 0.499, -0.432, 0.417, 0.271, 0.227, 0.386, 0.293, 0.495, 0.338, 1.037, 0.536, 0.444, 0.443, 0.443, -1.065, 0.205, -1.161, 0.737, -0.518, 0.196, -1.180, -0.850, 0.414, 0.190, 0.360, 0.357, 0.321, 0.449, 0.384, 0.397, 0.364, 0.111, 0.411, 0.366, -0.156, 0.341, -0.506, -0.544, -0.745, -0.311, 0.478, 0.411, -0.459, -0.287, 0.448, 0.421, 0.432, 0.518

***

Here is a structure of composition C26H28BrN3O3ReS in a non-equilibrium geometry from OMol25. Energies are from wB97M-V/def2-TZVPD.

```
63
C26H28BrN3O3ReS, DFT wB97M-V/def2-TZVPD
Re 0.384 -0.861 1.945
C 2.892 -0.941 4.415
C 2.540 0.542 4.243
C 1.532 0.967 5.309
C 2.106 0.885 2.832
C 3.100 1.001 1.829
C 2.880 1.692 0.665
C 1.644 2.312 0.393
C 1.489 3.190 -0.806
C 0.621 2.141 1.300
C 0.804 1.404 2.505
H 3.224 -1.116 5.437
H 3.690 -1.244 3.743
H 2.011 -1.566 4.225
H 3.466 1.108 4.405
H 0.673 0.300 5.326
H 1.193 1.985 5.141
H 2.003 0.936 6.288
H 4.084 0.602 2.029
H 3.690 1.819 -0.037
H 2.133 4.063 -0.703
H 0.466 3.544 -0.912
H 1.796 2.676 -1.715
H -0.320 2.653 1.154
H 0.106 1.625 3.310
C -0.894 -3.882 1.580
O -0.809 -2.642 0.873
C -1.568 -2.501 -0.265
C -2.365 -3.528 -0.750
C -3.102 -3.347 -1.917
Br -4.168 -4.776 -2.562
C -3.030 -2.161 -2.614
C -2.228 -1.112 -2.148
C -1.522 -1.266 -0.943
O -0.758 -0.252 -0.394
C -2.164 0.029 -3.041
N -3.010 0.123 -4.051
C -2.651 1.201 -4.769
C -3.189 1.706 -5.964
C -2.566 2.798 -6.524
C -1.459 3.399 -5.915
C -0.909 2.919 -4.727
C -1.513 1.812 -4.167
N -1.241 1.044 -3.053
H -1.924 -4.085 1.883
H -0.261 -3.767 2.463
H -0.514 -4.697 0.961
H -2.443 -4.473 -0.240
H -3.575 -2.019 -3.533
H -1.168 0.611 -0.553
H -4.051 1.234 -6.404
H -2.920 3.201 -7.460
H -1.006 4.259 -6.380
H -0.042 3.384 -4.281
H -0.420 1.140 -2.474
C 2.779 -2.107 0.315
O 1.748 -1.399 0.849
H 3.459 -2.454 1.109
H 3.355 -1.473 -0.371
H 2.424 -2.985 -0.247
S -2.268 -1.528 5.644
C -1.439 -1.197 4.365
N -0.792 -0.924 3.386
```

## Properties
F_max: 0.079 Eh/bohr
HOMO-LUMO gap (spin up / spin down): 3.15 / 3.46 eV
Total charge: +2
ΔE to the lowest compared entry with this formula, charge and spin: 172.4 kJ/mol
Spin multiplicity: 2

In the Mulliken picture, each atom carries the following charge in e: 1.820, -1.265, 0.414, -1.657, 0.347, -0.554, -0.704, 1.128, -1.825, -1.187, -0.430, 0.461, 0.312, 0.229, 0.557, 0.203, 0.438, 0.459, 0.534, 0.544, 0.461, 0.403, 0.442, 0.572, 0.487, -1.057, -0.352, 0.699, -0.537, -0.897, -0.141, -0.759, 0.549, 0.470, -0.795, 0.190, -0.693, 0.439, -0.752, -0.546, -0.533, -0.816, 0.801, 0.139, 0.383, 0.370, 0.370, 0.547, 0.684, 0.365, 0.470, 0.404, 0.412, 0.367, 0.017, -0.822, -0.275, 0.336, 0.336, 0.297, -0.111, 0.919, -0.665

***

Here is a structure of composition C26H28Cl2N6O4PrS2 in a non-equilibrium geometry from OMol25. Energies are from wB97M-V/def2-TZVPD.

```
69
C26H28Cl2N6O4PrS2, DFT wB97M-V/def2-TZVPD
Pr 1.122 0.494 -1.385
N 1.368 3.002 -2.321
C 2.824 3.187 -2.433
C 3.519 1.906 -2.948
O 4.732 1.954 -3.178
N 2.672 0.890 -3.100
C 3.252 -0.398 -3.461
C 2.470 -1.524 -2.772
O 3.046 -2.543 -2.414
O 1.204 -1.308 -2.616
H 0.985 2.915 -3.255
H 0.929 3.803 -1.886
H 3.224 3.396 -1.441
H 3.099 4.009 -3.101
H 4.305 -0.467 -3.192
H 3.163 -0.577 -4.541
C -0.442 1.177 3.323
C 0.432 1.052 2.093
N -0.068 1.156 0.889
N -1.393 1.596 0.894
C -1.980 1.860 -0.212
S -1.483 1.655 -1.845
S -3.626 2.526 -0.112
C -4.189 2.003 1.555
C -4.750 0.612 1.499
C -3.894 -0.487 1.429
C -4.403 -1.769 1.300
C -5.775 -1.972 1.244
C -6.633 -0.886 1.322
C -6.123 0.398 1.444
C 1.862 0.910 2.337
C 2.325 0.694 3.649
C 3.658 0.742 3.984
C 4.601 1.040 2.996
C 4.196 1.231 1.701
C 2.834 1.134 1.314
O 2.524 1.272 0.071
H -1.476 1.257 3.022
H -0.166 2.066 3.892
H -0.326 0.302 3.963
H -4.942 2.736 1.843
H -3.323 2.079 2.206
H -2.823 -0.328 1.460
H -3.723 -2.610 1.232
H -6.175 -2.972 1.134
H -7.705 -1.040 1.274
H -6.795 1.248 1.487
H 1.616 0.481 4.436
H 3.970 0.559 5.004
H 5.650 1.118 3.258
H 4.902 1.450 0.908
N -0.905 -2.163 -0.553
C 0.373 -2.592 -0.238
C 0.686 -3.953 -0.235
C 1.968 -4.340 0.090
C 2.902 -3.373 0.436
C 2.496 -2.057 0.430
N 1.261 -1.653 0.110
H -1.367 -2.720 -1.255
H -0.977 -1.173 -0.734
H -0.062 -4.673 -0.541
H 2.242 -5.386 0.055
H 3.927 -3.627 0.659
H 3.197 -1.270 0.685
Cl -1.134 -0.702 -4.064
C -2.869 -0.293 -4.100
Cl -3.782 -1.435 -5.096
H -2.983 0.701 -4.512
H -3.246 -0.327 -3.087
```

## Properties
F_max: 0.049 Eh/bohr
HOMO-LUMO gap (spin up / spin down): 7.52 / 7.53 eV
Total charge: -1
ΔE to the lowest compared entry with this formula, charge and spin: 0.0 kJ/mol
Spin multiplicity: 3

In the Mulliken picture, each atom carries the following charge in e: 0.346, -0.328, -0.502, 0.593, -0.809, -0.054, -0.499, 0.409, -0.669, -0.439, 0.227, 0.159, 0.106, 0.433, 0.359, 0.335, -1.391, 0.831, 0.745, -0.875, 0.416, -0.430, -0.168, -0.717, 0.374, 0.215, -0.883, -0.391, -0.554, -0.602, 0.639, -0.615, -0.950, -0.524, -0.474, -0.369, -0.110, -0.095, 0.386, 0.384, 0.549, 0.065, 0.502, 0.456, 0.373, 0.355, 0.343, 0.326, 0.394, 0.405, 0.452, -0.151, 0.738, -1.016, -0.293, -1.056, 0.062, 0.301, 0.280, -0.120, 0.389, 0.376, 0.450, 0.238, -0.002, -0.235, -0.214, 0.346, 0.176

***

Here is a structure of composition C26H28F4N3O2SSbSe4Ti from OMol25. Energies are from wB97M-V/def2-TZVPD.

```
70
C26H28F4N3O2SSbSe4Ti, DFT wB97M-V/def2-TZVPD
Ti 0.150 -0.604 1.114
C -2.548 0.784 0.771
N -2.027 -0.600 0.642
C -2.460 -1.125 -0.665
C -2.629 -1.451 1.691
C -1.953 -1.218 3.059
N -0.783 -0.371 2.867
C -0.310 0.371 3.903
C 0.606 1.372 3.575
F 0.904 1.445 2.236
C 1.224 2.207 4.469
F 2.099 3.113 4.016
C 0.936 2.096 5.816
C 0.036 1.112 6.184
F -0.263 0.952 7.474
C -0.570 0.260 5.273
F -1.392 -0.688 5.746
H -3.630 0.793 0.611
H -2.330 1.179 1.760
H -2.080 1.424 0.020
H -3.554 -1.177 -0.699
H -2.121 -0.463 -1.455
H -2.075 -2.128 -0.820
H -3.698 -1.222 1.755
H -2.528 -2.485 1.376
H -2.653 -0.735 3.742
H -1.678 -2.184 3.490
H 1.399 2.737 6.551
C 3.199 -1.553 0.005
N 2.512 -0.502 0.813
C 2.973 -0.760 2.206
C 3.020 0.851 0.389
C 2.009 1.820 -0.202
C 2.115 3.153 0.197
C 1.230 4.122 -0.235
C 0.173 3.760 -1.061
C 0.043 2.446 -1.469
C 0.977 1.486 -1.078
H 4.270 -1.515 0.225
H 3.050 -1.390 -1.055
H 2.806 -2.533 0.255
H 4.054 -0.613 2.274
H 2.739 -1.789 2.470
H 2.494 -0.093 2.921
H 3.863 0.709 -0.291
H 3.413 1.350 1.273
H 2.908 3.426 0.885
H 1.348 5.147 0.090
H -0.554 4.494 -1.383
H -0.785 2.161 -2.106
O -1.997 0.499 -7.716
C -1.870 -0.612 -6.948
O -2.301 -1.657 -7.332
C -1.187 -0.441 -5.621
C -1.393 -1.424 -4.660
C -0.807 -1.313 -3.411
C -0.011 -0.213 -3.123
S 0.813 -0.225 -1.549
C 0.253 0.749 -4.093
C -0.350 0.634 -5.336
H -1.726 1.282 -7.227
H -2.019 -2.278 -4.880
H -0.988 -2.099 -2.694
H 0.932 1.568 -3.898
H -0.108 1.378 -6.086
Se -2.451 -4.423 -2.380
Sb -0.348 -5.219 -1.580
Se -0.296 -6.881 0.118
Se 1.635 -4.119 -2.345
Se 0.292 -2.775 1.140
```

## Properties
F_max: 0.019 Eh/bohr
HOMO-LUMO gap: 6.12 eV
ΔE to the lowest compared entry with this formula, charge and spin: 47.6 kJ/mol

In the natural (NBO) picture, each atom carries the following charge in e: 1.139, -0.416, -0.490, -0.429, -0.228, -0.233, -0.751, 0.084, 0.278, -0.327, 0.350, -0.302, -0.373, 0.372, -0.294, 0.270, -0.298, 0.209, 0.222, 0.212, 0.205, 0.210, 0.262, 0.201, 0.244, 0.208, 0.224, 0.258, -0.422, -0.508, -0.417, -0.240, -0.077, -0.121, -0.220, -0.185, -0.235, -0.194, 0.190, 0.233, 0.253, 0.205, 0.243, 0.209, 0.233, 0.221, 0.213, 0.227, 0.225, 0.236, -0.665, 0.770, -0.535, -0.166, -0.151, -0.141, -0.202, 0.389, -0.221, -0.192, 0.479, 0.266, 0.253, 0.227, 0.210, -0.701, 1.059, -0.586, -0.703, -0.262